Below is a cluster of 2 separate species, C8H13NO3 in total at a distorted geometry, with properties calculated with ωB97M-V/def2-TZVPD.

The molecular weight comes out at 171.2 g mol⁻¹. For the max |F|, the calculation gives 1.7 eV/A. The charge is 0. The orbital gap comes out at 7.7 eV. For the highest occupied orbital energy, the calculation gives -8.669 eV. Its calculated total energy is -16135.25487 eV. The energy above the lowest of the compared OMol25 structures with the same formula, charge and spin comes out at 108.4 kcal per mole. Its SMILES is O=CC(=O)CO.C#CCN(C)C.

Bonds (Å) are listed after each position.
Geometry (Å):
1 C -3.96075 -0.45416 0.09151  C2 1.532, H10 1.093, H11 1.094, O23 1.429
2 C -2.65812 0.15990 -0.43153  C1 1.532, C3 1.524, O24 1.219
3 C -2.63924 1.62597 -0.84779  C2 1.524, H12 1.120, O25 1.213
4 C 1.21370 -0.58940 0.97883  H13 1.108, H14 1.115, H15 1.103, N22 1.434
5 C 2.19430 -1.95760 -0.62259  H16 1.103, H17 1.097, H18 1.091, N22 1.458
6 C 2.76345 0.32188 -0.55191  C7 1.457, H19 1.108, H20 1.101, N22 1.454
7 C 3.14985 1.53757 0.15116  C6 1.457, C8 1.211
8 C 3.39871 2.54670 0.77351  C7 1.211, H21 1.078
9 H -4.17981 -0.03312 2.00334  O23 0.964
10 H -4.65844 -0.41143 -0.74869  C1 1.093
11 H -3.75806 -1.51136 0.28913  C1 1.094
12 H -3.64496 2.07487 -1.05044  C3 1.120
13 H 1.36284 0.26090 1.67379  C4 1.108
14 H 0.91544 -1.49668 1.55470  C4 1.115
15 H 0.40389 -0.30217 0.28726  C4 1.103
16 H 3.13917 -2.27176 -1.09622  C5 1.103
17 H 1.83856 -2.79682 -0.01239  C5 1.097
18 H 1.48225 -1.71331 -1.41213  C5 1.091
19 H 1.89315 0.55379 -1.19657  C6 1.108
20 H 3.55662 0.00124 -1.24457  C6 1.101
21 H 3.68400 3.39521 1.37406  C8 1.078
22 N 2.43694 -0.83139 0.27136  C4 1.434, C5 1.458, C6 1.454
23 O -4.62901 0.18822 1.17922  C1 1.429, H9 0.964
24 O -1.69235 -0.56827 -0.58170  C2 1.219
25 O -1.61213 2.27123 -0.83133  C3 1.213